(1)
A molecular structure, C44H34Ge2MgNO5. Source: the Open Molecules 2025 dataset; level of theory: ωB97M-V/def2-TZVPD.

For the energy above the lowest of the compared OMol25 structures with the same formula, charge and spin, the calculation gives 14.1 kcal per mole. The LUMO energy (spin up / spin down) is 4.060 / 4.060 eV. The spin multiplicity is 2. The expectation value of S² is 0.754. The charge is -2.

Each line ends with the Löwdin charge.
Cartesian coordinates (Å):
Ge 2.41 0.39 0.84  1.006
Ge -1.09 2.38 -1.92  0.888
Mg -0.17 0.19 0.53  0.365
O -0.61 -0.52 -1.39  -0.117
O -0.38 -1.54 4.28  0.010
O -0.26 -0.04 2.59  -0.118
O -1.56 -2.20 -2.57  0.017
O -1.78 -5.66 1.39  0.048
N -0.92 -1.72 0.83  0.101
C -3.53 1.67 -3.51  -0.115
C 2.90 -2.49 1.18  -0.143
C -2.66 6.32 -1.49  -0.114
C 1.32 2.59 -3.63  -0.139
C 0.11 1.92 -3.43  -0.254
C 4.64 2.03 -2.40  -0.120
C -2.36 4.97 -1.38  -0.118
C -1.21 -2.46 -0.23  -0.150
C 4.88 -0.25 -0.84  -0.112
C 5.66 1.12 -2.67  -0.124
C 3.94 3.99 2.70  -0.123
C -4.76 1.07 -3.73  -0.113
C -1.52 4.32 -2.29  -0.248
C -0.69 2.19 -0.05  -0.237
C 0.63 0.52 -5.33  -0.093
C -3.43 0.74 -1.32  -0.108
C -4.66 0.13 -1.52  -0.093
C 3.11 -1.25 1.78  -0.320
C -0.99 5.09 -3.33  -0.115
C 3.26 -3.68 1.81  -0.115
C 2.20 1.94 3.34  -0.120
C 3.69 -1.24 3.05  -0.103
C 2.17 2.24 -4.67  -0.114
C 1.82 1.21 -5.53  -0.110
C -2.10 7.07 -2.53  -0.132
C 3.22 4.06 3.88  -0.134
C -0.46 -1.19 3.10  -0.606
C -1.27 6.45 -3.44  -0.119
C 3.79 2.90 1.85  -0.117
C -1.50 -4.35 1.18  -0.289
C -1.16 -3.56 2.28  0.072
C 2.35 3.02 4.21  -0.106
C -0.88 -2.23 2.05  -0.144
C 3.83 -3.64 3.08  -0.128
C 5.77 -0.02 -1.89  -0.118
C -0.21 0.87 -4.28  -0.100
C 2.90 1.86 2.13  -0.298
C 3.75 1.78 -1.37  -0.148
C -2.84 1.52 -2.31  -0.258
C 4.04 -2.42 3.69  -0.109
C -5.33 0.29 -2.73  -0.120
C 3.86 0.65 -0.55  -0.304
C -1.52 -3.79 -0.09  0.058
C -1.13 -1.67 -1.54  -0.598
H -3.31 6.80 -0.77  0.089
H 2.93 2.47 -1.19  0.088
H 6.35 1.29 -3.49  0.084
H -2.78 4.39 -0.57  0.096
H -0.83 7.03 -4.25  0.087
H 0.38 -0.32 -5.96  0.094
H -2.92 0.62 -0.37  0.082
H 6.56 -0.74 -2.09  0.085
H -1.98 -6.06 0.54  0.096
H -2.31 8.13 -2.61  0.084
H -5.10 -0.48 -0.74  0.094
H 3.85 -0.29 3.54  0.087
H 2.44 -2.54 0.20  0.098
H -0.35 4.62 -4.06  0.081
H 3.32 4.91 4.54  0.082
H 4.99 -1.14 -0.24  0.085
H 3.11 2.76 -4.80  0.083
H 0.01 2.98 0.25  -0.072
H 4.38 2.86 0.94  0.079
H -5.28 1.20 -4.67  0.087
H -3.09 2.28 -4.31  0.099
H 4.63 4.79 2.45  0.085
H -1.77 -4.38 -0.97  0.120
H -1.12 -3.97 3.28  0.125
H 3.09 -4.63 1.32  0.088
H 4.08 -4.56 3.59  0.083
H 1.61 3.39 -2.95  0.098
H 1.50 1.16 3.60  0.084
H 2.48 0.93 -6.34  0.087
H 4.53 2.92 -3.01  0.085
H -6.29 -0.19 -2.89  0.085
H -1.10 0.29 -4.10  0.090
H 1.78 3.05 5.13  0.091
H 4.47 -2.38 4.69  0.088

---

(2)
A molecular structure, C44H34IN4OPS2Ti. Source: the Open Molecules 2025 dataset; level of theory: ωB97M-V/def2-TZVPD.

For the energy above the lowest of the compared OMol25 structures with the same formula, charge and spin, the calculation gives 0.0 kcal per mole. The LUMO energy (spin up / spin down) is -0.302 / -0.268 eV. The spin multiplicity is 3. The expectation value of S² is 2.011. The charge is 0.

Each line ends with the Löwdin charge.
Cartesian coordinates (Å):
I -0.85 -3.77 -0.41  1.102
Ti -0.38 -0.54 0.48  0.412
S 4.29 0.66 0.64  0.898
S 1.99 -0.90 -0.20  0.526
P -1.11 -0.90 -2.17  0.985
O -1.47 -1.35 1.88  -0.270
N 0.69 0.36 2.14  -0.065
N -1.48 1.28 0.35  -0.028
N 0.13 5.78 0.34  0.171
N 2.03 0.74 1.99  -0.083
C 5.38 1.02 3.17  -0.292
C 7.35 0.41 4.43  -0.090
C -0.54 4.84 0.39  -0.173
C -0.04 -1.22 -4.65  -0.101
C 4.61 0.26 4.05  -0.044
C -1.37 3.67 0.43  -0.195
C -1.94 -0.68 2.92  -0.354
C -2.75 3.76 0.54  0.000
C 4.74 1.75 2.02  -0.418
C -1.93 1.04 4.61  -0.045
C 0.39 1.37 -2.72  -0.112
C -3.81 -0.41 4.45  -0.090
C -1.99 1.70 -2.91  -0.091
C -5.58 -1.82 -2.88  -0.079
C -2.87 -1.27 -2.49  -0.373
C 1.85 -4.91 -4.29  -0.035
C -0.91 0.84 -2.72  -0.394
C -3.19 -1.07 3.42  -0.026
C 0.12 0.80 3.22  -0.238
C -0.19 -1.87 -3.44  -0.269
C -3.68 -1.62 -1.41  -0.141
C 0.40 -3.17 -3.27  -0.167
C 0.96 -5.26 -2.11  -0.181
C -0.49 3.57 -3.11  -0.087
C 0.89 1.70 4.15  -0.014
C -0.78 2.41 0.34  -0.067
C -4.77 -1.49 -3.96  -0.073
C 1.76 -5.69 -3.18  -0.070
C -5.03 -1.89 -1.60  -0.071
C 0.70 -1.74 -5.72  -0.057
C -3.49 2.59 0.53  -0.022
C 6.58 -0.35 5.29  -0.098
C 0.59 2.72 -2.93  -0.068
C -1.78 3.06 -3.10  -0.080
C 6.76 1.09 3.38  -0.052
C 0.30 -4.06 -2.15  -0.578
C -3.43 -1.21 -3.77  -0.085
C 1.32 -2.94 -5.56  -0.030
C -3.18 0.67 5.05  -0.102
C -1.26 0.40 3.56  -0.096
C 2.62 0.22 0.97  -1.106
C 1.19 -3.67 -4.36  -0.154
C 5.20 -0.42 5.10  -0.080
C -2.82 1.38 0.42  -0.093
H -2.81 -0.96 -4.62  0.105
H 1.60 3.12 -2.93  0.111
H 1.61 2.29 3.60  0.067
H 5.42 2.49 1.60  0.072
H 0.79 -1.17 -6.64  0.110
H -5.65 -2.17 -0.76  0.107
H 4.59 -1.02 5.77  0.101
H -3.66 -1.92 2.93  0.112
H -6.62 -2.04 -3.03  0.104
H -0.48 -0.24 -4.78  0.097
H -3.65 1.21 5.86  0.097
H -2.63 3.72 -3.24  0.107
H 7.37 1.68 2.71  0.109
H -4.57 2.60 0.59  0.115
H 8.42 0.47 4.58  0.100
H 1.24 0.71 -2.55  0.083
H 2.27 -6.65 -3.11  0.110
H -5.20 -1.44 -4.95  0.105
H -1.45 1.87 5.12  0.091
H 0.30 2.32 0.26  0.128
H 0.86 -5.89 -1.24  0.075
H -4.79 -0.74 4.80  0.102
H -3.23 4.73 0.62  0.125
H 1.92 -3.36 -6.36  0.116
H 3.54 0.20 3.88  0.089
H -3.37 0.45 0.41  0.109
H 1.45 1.10 4.88  0.095
H -0.33 4.63 -3.25  0.107
H -3.00 1.31 -2.89  0.101
H 0.24 2.37 4.71  0.059
H 3.83 2.26 2.33  0.066
H 7.04 -0.89 6.12  0.098
H 2.45 -5.23 -5.14  0.114
H -3.25 -1.70 -0.42  0.060

---

(3)
A molecular structure, C44H34N3P3PtSe2. Source: the Open Molecules 2025 dataset; level of theory: ωB97M-V/def2-TZVPD.

The LUMO energy is -0.317 eV. The charge is 0.

Each line ends with the Löwdin charge.
Cartesian coordinates (Å):
Pt 1.59 -0.92 -0.89  0.714
Se -5.07 1.61 -1.56  0.334
Se 1.76 1.76 -1.07  0.348
P 3.92 -1.46 -0.16  1.008
P -0.35 1.82 -1.49  0.649
P -3.95 0.62 -0.06  0.568
N -1.22 -1.92 -1.01  -0.028
N -0.45 -0.85 -1.23  -0.224
N -2.39 -1.53 -0.62  0.021
C 2.27 -1.90 3.62  -0.092
C 0.13 2.25 -5.52  -0.076
C 5.83 0.14 1.01  -0.093
C 1.66 -1.57 0.94  -0.385
C -1.93 1.60 -3.77  -0.093
C -2.33 5.39 0.59  -0.073
C -1.16 0.27 -0.98  -0.426
C -2.96 3.14 3.64  -0.081
C -4.17 3.31 2.98  -0.076
C -1.14 1.96 -6.01  -0.076
C -2.02 2.24 3.16  -0.073
C -3.50 1.65 1.36  -0.364
C 5.61 -1.06 0.33  -0.346
C 4.34 -4.23 0.03  -0.091
C -1.08 4.94 1.00  -0.076
C -0.48 3.87 0.37  -0.117
C -2.29 1.49 2.03  -0.075
C -2.16 1.63 -5.13  -0.064
C 7.97 -1.49 0.34  -0.074
C -1.13 3.23 -0.69  -0.343
C -5.27 -0.79 1.98  -0.071
C 3.56 -4.73 -2.58  -0.075
C 3.97 -3.17 -0.80  -0.386
C 0.37 2.23 -4.15  -0.104
C 8.19 -0.31 1.03  -0.080
C -6.24 -2.72 0.25  -0.073
C 2.98 -1.64 1.35  -0.423
C -6.58 -2.76 1.60  -0.084
C 0.62 -1.75 1.84  -0.094
C -4.44 2.57 1.83  -0.107
C -5.42 -1.72 -0.23  -0.110
C -2.40 -0.16 -0.58  -0.406
C 7.12 0.50 1.36  -0.077
C 0.95 -1.92 3.19  -0.080
C 3.31 -1.76 2.70  -0.080
C 6.68 -1.87 -0.02  -0.077
C -2.37 3.70 -1.12  -0.121
C -4.92 -0.75 0.64  -0.351
C 4.31 -5.53 -0.44  -0.075
C -0.66 1.91 -3.27  -0.335
C 3.59 -3.43 -2.10  -0.114
C 3.91 -5.78 -1.75  -0.079
C -2.97 4.76 -0.47  -0.074
C -6.10 -1.79 2.46  -0.081
H -4.90 -0.03 2.67  0.099
H -6.38 -1.81 3.51  0.102
H -3.15 1.39 -5.51  0.110
H 3.25 -4.92 -3.60  0.105
H 6.52 -2.79 -0.57  0.102
H -5.18 -1.68 -1.28  0.097
H 4.34 -1.76 3.02  0.107
H 8.81 -2.13 0.07  0.106
H -2.88 3.24 -1.95  0.028
H 2.50 -2.00 4.67  0.098
H 3.37 -2.61 -2.77  0.090
H 1.35 2.46 -3.76  0.055
H -3.95 5.10 -0.79  0.111
H -1.08 2.11 3.68  0.109
H 4.63 -4.03 1.06  0.112
H 4.58 -6.35 0.21  0.104
H -2.74 1.31 -3.10  0.030
H -5.37 2.71 1.30  0.092
H 7.29 1.43 1.90  0.106
H 0.93 2.49 -6.20  0.105
H -0.56 5.44 1.82  0.107
H -1.56 0.78 1.66  0.096
H 0.15 -2.04 3.91  0.103
H -1.32 1.98 -7.07  0.104
H 3.89 -6.80 -2.12  0.103
H -4.90 4.01 3.35  0.106
H -0.41 -1.73 1.52  0.083
H -2.80 6.22 1.09  0.108
H -6.62 -3.48 -0.42  0.105
H 9.20 -0.02 1.29  0.104
H -2.75 3.72 4.53  0.104
H 5.00 0.78 1.26  0.112
H -7.23 -3.55 1.97  0.102
H 0.49 3.52 0.69  0.055

---

(4)
A molecular structure, C44H35F9OP2Se4Zr. Source: the Open Molecules 2025 dataset; level of theory: ωB97M-V/def2-TZVPD.

For the energy above the lowest of the compared OMol25 structures with the same formula, charge and spin, the calculation gives 2.0 kcal per mole. The LUMO energy is -0.680 eV. The charge is 0.

Each line ends with the Löwdin charge.
Cartesian coordinates (Å):
Zr -1.08 0.73 -4.51  0.491
Se -0.98 0.31 -7.26  -0.013
Se -2.43 1.71 -2.54  0.530
Se 0.46 1.89 -6.21  0.080
Se -3.04 0.81 -6.22  0.041
P -1.42 0.75 0.90  1.108
P 1.46 -0.94 -1.36  1.124
F -5.46 4.35 4.99  0.135
F 2.68 0.26 6.20  0.144
F -4.17 -5.23 -0.66  0.142
F -5.28 -4.78 1.14  0.142
F 3.89 1.54 4.96  0.138
F -6.85 2.91 4.18  0.141
F -6.38 4.70 3.07  0.141
F -3.32 -5.66 1.28  0.138
F 3.97 -0.61 4.72  0.135
O -1.20 -1.51 -4.41  -0.168
C -4.72 3.03 3.17  -0.125
C 3.48 -2.59 1.87  -0.080
C -0.08 0.54 2.14  -0.367
C 2.75 -3.20 -2.52  -0.063
C -2.50 2.12 3.18  -0.059
C 1.34 -3.65 1.66  -0.079
C -3.52 2.82 3.82  -0.002
C 0.13 -0.58 2.93  -0.058
C -2.89 -1.45 1.94  -0.073
C 4.67 2.29 -2.13  -0.087
C 0.76 2.78 -2.93  -0.137
C 2.56 -3.53 2.30  -0.086
C 1.97 -1.87 0.13  -0.382
C 4.02 2.21 -0.91  -0.089
C -5.85 3.75 3.86  -0.587
C 2.82 0.24 -1.65  -0.377
C 1.78 -2.21 -2.64  -0.323
C 2.09 -4.18 -4.61  -0.061
C 0.79 1.62 2.25  -0.110
C -2.81 -2.86 -0.45  0.000
C -1.42 3.19 -1.73  -0.556
C 3.09 1.20 -0.67  -0.124
C -2.68 1.65 1.88  -0.357
C -3.44 -3.40 0.65  -0.117
C -0.06 -1.20 -4.01  -0.364
C -2.21 -1.60 -0.36  -0.105
C 3.19 -1.76 0.79  -0.085
C 2.91 -4.17 -3.50  -0.060
C -3.49 -2.69 1.85  0.001
C 1.09 -3.23 -4.75  -0.015
C 0.09 3.01 -1.59  -0.523
C 4.40 1.34 -3.11  -0.078
C -4.06 -4.77 0.60  -0.587
C -3.90 1.88 1.24  -0.081
C -4.92 2.56 1.88  -0.001
C 0.67 4.24 -0.90  -0.069
C 1.04 -2.82 0.59  -0.111
C -2.22 -0.90 0.84  -0.356
C 3.14 0.42 4.95  -0.584
C 1.84 1.60 3.16  -0.005
C 3.49 0.32 -2.87  -0.080
C 1.18 -0.61 3.84  -0.001
C 0.95 -2.24 -3.77  -0.235
C 2.03 0.49 3.95  -0.119
H -4.05 1.54 0.22  0.087
H 0.53 5.13 -1.53  0.088
H 3.93 -1.05 0.46  0.102
H 4.22 2.94 -0.13  0.107
H -4.00 -3.11 2.71  0.127
H -1.64 4.08 -2.32  0.068
H 5.38 3.08 -2.32  0.104
H 0.64 2.50 1.62  0.097
H 0.61 -4.38 1.99  0.108
H -3.37 3.19 4.83  0.121
H 0.44 -3.23 -5.61  0.121
H 3.68 -4.93 -3.38  0.108
H 3.38 -3.23 -1.64  0.110
H 3.29 -0.40 -3.65  0.105
H 4.43 -2.49 2.37  0.106
H 4.90 1.40 -4.07  0.107
H -2.79 -3.39 -1.39  0.125
H -2.95 -0.90 2.87  0.115
H 0.60 1.76 -3.30  -0.026
H 0.18 4.43 0.05  0.076
H 1.85 2.85 -2.86  0.082
H 0.26 2.13 -0.96  0.068
H 1.74 4.12 -0.72  0.067
H -1.57 1.95 3.70  0.102
H 2.21 -4.94 -5.38  0.108
H 2.57 1.17 0.28  0.087
H -0.52 -1.44 2.85  0.095
H 2.50 2.45 3.24  0.122
H 2.80 -4.18 3.14  0.106
H -1.88 3.32 -0.75  0.035
H -1.72 -1.21 -1.24  0.058
H -5.86 2.73 1.37  0.128
H 1.34 -1.48 4.45  0.129
H 0.08 -2.92 0.09  0.089
H 0.42 3.50 -3.68  0.075

---

(5)
A molecular structure, C44H36BrLaN4O4P. Source: the Open Molecules 2025 dataset; level of theory: ωB97M-V/def2-TZVPD.

For the energy above the lowest of the compared OMol25 structures with the same formula, charge and spin, the calculation gives 15.5 kcal per mole. The LUMO energy is -2.022 eV. The charge is +1.

Each line ends with the Löwdin charge.
Cartesian coordinates (Å):
La -0.50 1.11 -0.04  2.093
Br 2.10 4.88 -2.44  0.805
P 1.17 -1.20 1.69  1.114
O -0.95 1.76 2.23  -0.106
O -0.11 2.34 -2.02  -0.196
O 1.09 1.76 1.38  -0.228
O -1.28 3.41 -0.48  -0.094
N -2.83 1.07 -1.16  -0.015
N -1.11 -0.90 -1.81  -0.218
N 1.53 0.26 -1.41  -0.010
N -2.08 -0.88 0.89  0.011
C 3.21 0.14 -3.59  -0.023
C 0.17 6.35 -3.87  -0.122
C -2.35 -1.96 0.14  -0.261
C -3.81 1.85 -0.70  -0.106
C 0.04 -5.14 1.34  -0.077
C -2.12 -1.88 -1.35  -0.107
C -2.45 -0.91 2.18  -0.121
C 1.31 -0.64 -2.37  -0.267
C 0.94 1.52 4.80  -0.007
C -2.76 0.82 -2.47  -0.267
C -3.06 -1.99 2.78  -0.047
C 0.33 5.29 -2.99  -0.599
C 2.55 1.11 -1.54  -0.152
C -1.11 6.73 -4.25  -0.068
C 3.56 -2.83 1.46  -0.084
C 0.50 -2.87 2.11  -0.364
C 4.92 -2.98 1.21  -0.073
C 3.76 -0.47 1.02  -0.107
C 2.14 -0.74 -3.47  0.001
C 2.95 -1.57 1.35  -0.341
C -2.93 -3.10 0.67  -0.013
C 5.70 -1.89 0.85  -0.079
C -4.76 2.43 -1.52  -0.041
C -1.64 -0.10 -2.93  -0.121
C -0.49 -5.47 2.58  -0.079
C 2.03 -1.02 4.41  -0.080
C 0.53 -3.86 1.11  -0.133
C 0.29 1.58 2.36  -0.669
C 0.87 0.90 3.56  -0.146
C -4.66 2.19 -2.89  -0.041
C -0.55 -4.50 3.58  -0.076
C 1.38 -0.40 3.35  -0.282
C -3.65 1.38 -3.37  0.002
C -2.04 5.04 -2.83  -0.016
C -0.77 4.62 -2.47  -0.163
C -3.29 -3.12 2.01  -0.043
C 5.11 -0.63 0.77  -0.071
C -2.22 6.09 -3.73  -0.066
C 1.59 0.87 5.84  -0.057
C -0.07 -3.21 3.34  -0.097
C 0.15 -1.58 -2.18  -0.116
C 2.14 -0.39 5.64  -0.058
C -0.70 3.39 -1.59  -0.615
C 3.41 1.09 -2.61  -0.034
H -3.33 -1.95 3.83  0.120
H 0.39 -2.26 -1.36  0.105
H -2.23 -0.02 2.75  0.102
H -3.10 -3.96 0.03  0.126
H -1.89 -2.87 -1.74  0.132
H -0.96 -4.74 4.55  0.112
H 5.72 0.24 0.51  0.109
H 0.52 2.51 4.94  0.128
H 0.98 -3.63 0.15  0.093
H -3.74 -4.01 2.44  0.121
H 1.04 6.87 -4.25  0.102
H 1.66 1.35 6.81  0.112
H 5.38 -3.96 1.31  0.108
H 3.31 0.52 1.01  0.085
H 1.94 -1.48 -4.23  0.121
H -2.90 4.54 -2.40  0.108
H -0.83 0.50 -3.35  0.123
H -3.22 6.41 -4.00  0.110
H -3.83 2.02 0.37  0.127
H 6.76 -2.01 0.65  0.109
H 2.67 -0.88 6.45  0.112
H -3.08 -1.60 -1.79  0.135
H -5.54 3.05 -1.10  0.117
H 2.98 -3.69 1.75  0.096
H 0.02 -2.19 -3.08  0.134
H 2.46 -2.01 4.27  0.117
H -1.24 7.55 -4.95  0.112
H -3.56 1.17 -4.43  0.127
H -0.14 -2.47 4.13  0.104
H -5.38 2.63 -3.57  0.120
H 2.66 1.86 -0.76  0.108
H -2.02 -0.75 -3.73  0.140
H 4.22 1.80 -2.67  0.116
H -0.86 -6.47 2.77  0.109
H 3.86 0.08 -4.46  0.120
H 0.10 -5.88 0.55  0.109

---

- Which of these has the lowest charge?
  C44H34Ge2MgNO5

---

- Among the records above, which one has the highest charge?
  C44H36BrLaN4O4P